C7H12NO2 | ωB97M-V with the def2-TZVPD basis set

```
22
C7H12NO2 ωB97M-V with the def2-TZVPD basis set
C -1.425 -0.232 -1.948
C 0.789 -1.102 -1.696
C -1.651 0.196 -0.706
C 0.931 -0.510 -0.350
C -0.400 0.150 0.095
C 0.084 1.688 0.331
C -0.789 -0.347 1.636
N 1.962 -0.627 0.394
O -0.221 -0.557 -2.520
O 2.066 -0.907 -2.267
H -2.214 -0.159 -2.781
H 0.514 -2.189 -1.504
H -2.539 0.352 -0.161
H -0.573 2.147 1.010
H 0.100 2.304 -0.561
H 0.973 1.866 0.878
H 0.095 -0.194 2.204
H -1.020 -1.394 1.711
H -1.610 0.315 2.008
H 1.867 -0.401 1.375
H 2.839 -1.085 0.065
H 2.033 -1.116 -3.277
```

The value obtained for the total energy is -13029.7572 eV. The calculation puts the relative energy (zero: lowest compared OMol25 entry of this formula, charge and spin) at 61.2 kcal per mole. As for the HOMO energy: -13.162 eV. As for the net charge: +1. Its SMILES is CC1(C)C=CO[C@@H](O)C1=[NH2+]. The calculation puts the largest force on an atom at 5.51 eV Å⁻¹.